Entry 1:
41
Properties=species:S:1:pos:R:3 method="wB97M-V/def2-TZVPD" orbital_gap_ev=8.69 smiles="O=C(O)[C@H](Cc1c[nH]c2ccccc12)NC(=O)[C@@H]1CCCN1" homo_energy_ev=-8.2021 total_charge=0 total_energy_ev=-27510.8855 de_lowest_kcal_mol=106.03
O -2.1730 1.7272 0.1754
C -1.4763 1.0200 -0.5331
O -2.0314 0.0538 -1.3289
C 0.0090 1.0896 -0.3765
C 0.6901 -0.3479 -0.5203
C 0.7346 -0.8193 -1.9324
C 1.3438 -0.3243 -3.0696
N 1.0436 -1.1508 -4.0753
C 0.2202 -2.1975 -3.7092
C -0.1751 -3.3349 -4.3690
C -0.8087 -4.2909 -3.5729
C -0.8598 -4.2898 -2.1373
C -0.5019 -3.1263 -1.4730
C -0.0566 -2.0525 -2.3073
N 0.4164 1.6458 0.9056
C 0.0895 1.0649 2.1011
O -0.1798 -0.1056 2.2722
C 0.0438 2.0675 3.2909
C 1.0143 3.2656 3.1416
C 1.2074 3.7763 4.6134
C 0.7358 2.5340 5.4423
N 0.6163 1.4539 4.5139
H -1.4091 -0.7540 -1.6193
H 0.4335 1.6811 -1.1687
H 1.7600 -0.3277 -0.0251
H 0.0860 -1.0019 0.1299
H 1.9835 0.6117 -3.0187
H 1.3836 -0.9690 -5.0630
H 0.1274 -3.4307 -5.4256
H -0.9960 -5.2636 -3.9869
H -1.2749 -5.2047 -1.5748
H -0.7274 -3.1058 -0.3577
H 0.5872 2.6246 0.9069
H -1.0659 2.3433 3.3448
H 0.7646 4.0058 2.3084
H 1.9491 2.8658 2.8861
H 0.2328 4.5894 4.6823
H 2.2534 4.3460 4.9953
H -0.2124 2.8360 6.0732
H 1.5396 2.1983 6.2222
H -0.1357 0.7034 4.7987

Entry 2:
60
Properties=species:S:1:pos:R:3 method="wB97M-V/def2-TZVPD" orbital_gap_ev="6.09 / 5.36" homo_energy_ev="-2.0182 / -1.9984" total_charge=-2 multiplicity=2 total_energy_ev=-273563.7037 de_lowest_kcal_mol=44.64
Ir -1.3094 0.5715 -1.2877
C 2.3759 1.8543 3.5062
C 1.6798 0.4990 3.4729
N 0.3186 0.5477 2.9466
C -0.7805 0.6111 3.8997
C -1.1809 2.0308 4.2854
C 0.0973 0.6523 1.6083
S -1.4970 0.8324 1.0619
N 1.2405 0.6540 0.8858
C 1.3822 0.3169 -0.3676
O 0.5273 -0.1624 -1.2002
C 2.7640 0.3996 -0.9259
C 3.8772 0.4490 -0.0907
C 5.1466 0.5544 -0.6335
C 5.3033 0.6315 -2.0140
C 4.1935 0.5993 -2.8442
C 2.9203 0.4737 -2.3065
H 3.3986 1.7410 3.8746
H 1.8543 2.5540 4.1604
H 2.4146 2.2741 2.5024
H 1.6076 0.0860 4.4813
H 2.2618 -0.2001 2.8746
H -0.4726 0.0490 4.7844
H -1.6355 0.0934 3.4657
H -0.3864 2.5334 4.8396
H -2.0747 2.0097 4.9121
H -1.4107 2.6129 3.3935
H 3.7281 0.4061 0.9808
H 6.0145 0.5858 0.0148
H 6.2956 0.7318 -2.4390
H 4.3030 0.7012 -3.9163
H 2.0468 0.4833 -2.9445
S -2.1420 3.7429 -4.8252
As -0.6682 2.6907 -3.8018
S -1.1191 0.4827 -3.6241
S -0.8190 2.8261 -1.4920
S 1.3681 3.0496 -4.2019
F -3.3524 1.3322 -1.3999
As -5.0970 1.1848 -0.9113
F -5.2053 -0.3181 -1.7509
F -4.5684 0.3474 0.5129
F -6.7521 1.0631 -0.4065
F -4.9100 2.6838 -0.0748
F -5.5230 2.0219 -2.3455
C 0.0560 -2.9359 -2.6984
Ge -1.0382 -2.8269 -1.0790
C -2.1395 -4.4734 -0.9943
C 0.1298 -2.9192 0.5113
C -2.2408 -1.2953 -1.0226
H 0.6301 -3.8662 -2.7124
H 0.7353 -2.0865 -2.7464
H -0.5794 -2.8996 -3.5847
H -1.5213 -5.3729 -1.0606
H -2.8586 -4.4840 -1.8153
H -2.6967 -4.5043 -0.0557
H 0.5942 -3.9069 0.5803
H -0.4575 -2.7522 1.4174
H 0.9196 -2.1705 0.4692
H -2.7617 -1.3375 -0.0632
H -2.9869 -1.4526 -1.8058

Entry 3:
86
Properties=species:S:1:pos:R:3 method="wB97M-V/def2-TZVPD" orbital_gap_ev=7.06 homo_energy_ev=-11.1094 total_charge=+1 total_energy_ev=-239622.7309
C 2.1757 2.1671 1.3031
C 2.6826 1.0312 0.3829
C 1.8521 0.1180 -0.5528
S 3.2386 -0.5025 -1.7489
C 2.7938 -0.3114 -3.4435
O 3.3940 -1.9061 -1.4757
O 4.4065 0.3023 -1.5298
C 0.7713 0.9793 -1.2832
C 1.3864 2.0563 -2.1860
C 0.6624 2.5227 -3.4809
C -0.0390 1.5737 -4.4211
C -1.3842 1.2718 -4.2646
C -2.0338 0.4400 -5.1481
C -1.3522 -0.1096 -6.2196
C -0.0281 0.2121 -6.4105
C 0.6167 1.0525 -5.5211
N 0.0196 1.7054 -0.2358
C -0.9028 2.4488 -0.4913
O -1.8386 3.1453 -0.6442
O -0.1757 0.2109 -1.9815
C -0.8418 -0.7984 -1.2958
Cl -2.1390 -0.2326 -0.1978
C 0.1194 -1.8094 -0.6664
Br 0.7075 -2.6835 -2.4196
C -0.4738 -3.0327 0.0537
C -1.9560 -3.3661 -0.1308
O -2.6803 -2.9762 1.0238
Si -4.3523 -3.0400 1.0663
C -5.0766 -3.8642 -0.4424
C -4.8921 -3.9903 2.5698
C -5.0581 -1.3109 1.1950
N 1.2130 -1.1253 0.1273
P 2.2677 -2.2908 1.1599
C 2.5129 -3.8995 0.3454
O 3.7547 -1.6582 1.1141
P 0.3027 -0.2932 1.8874
O -0.7583 -1.3258 2.4193
Br 1.7026 -0.2446 3.6852
H 1.2392 2.0175 1.8211
H 2.9422 2.3229 2.0586
H 2.0785 3.1088 0.7686
H 3.3249 1.5732 -0.3053
H 3.4107 0.4506 0.9327
H 3.1685 0.6426 -3.7944
H 1.7268 -0.3664 -3.6201
H 3.3073 -1.1218 -3.9517
H 2.4213 1.8327 -2.4275
H 1.4999 2.9466 -1.5717
H 1.4227 3.0526 -4.0535
H -0.0537 3.2998 -3.2086
H -1.9322 1.7027 -3.4384
H -3.0789 0.2173 -4.9949
H -1.8645 -0.7703 -6.9010
H 0.5120 -0.1926 -7.2521
H 1.6525 1.3064 -5.7037
H -1.3929 -1.3295 -2.0611
H 0.0618 -3.9117 -0.2758
H -0.3041 -3.0293 1.1265
H -2.3796 -2.9442 -1.0422
H -2.0389 -4.4491 -0.2239
H -4.9380 -4.9453 -0.4431
H -4.6710 -3.5021 -1.3887
H -6.1487 -3.6748 -0.4806
H -4.6048 -3.4398 3.4651
H -4.4572 -4.9850 2.6201
H -5.9779 -4.0577 2.5448
H -5.9089 -1.2991 1.8719
H -5.3593 -0.9316 0.2209
H -4.2975 -0.6453 1.6041
H 2.4857 -3.8927 -0.7349
H 1.7480 -4.5713 0.7274
H 3.4773 -4.2605 0.6950
H 4.2393 -1.9442 1.8994
H -0.5290 -1.8464 3.2047
F 3.2996 4.1803 3.8885
C 2.4214 4.4767 4.8760
C 1.2155 3.8093 4.9082
C 0.3171 4.1098 5.9221
C 0.6334 5.0688 6.8734
C 1.8544 5.7269 6.8136
C 2.7648 5.4310 5.8094
H 0.9905 3.0690 4.1518
H -0.6320 3.5930 5.9678
H -0.0698 5.3029 7.6603
H 2.1020 6.4765 7.5522
H 3.7236 5.9269 5.7470

Entry 4:
17
Properties=species:S:1:pos:R:3 method="wB97M-V/def2-TZVPD" orbital_gap_ev=10.46 smiles="O=C(O)NCCO.O" homo_energy_ev=-9.9607 total_charge=0 total_energy_ev=-12937.0203 de_lowest_kcal_mol=8.86
O -2.4108 1.2872 0.4996
C -1.2333 1.4260 0.3279
O -0.5935 2.6039 0.5740
N -0.4267 0.4378 -0.1615
C 0.9921 0.5281 -0.4743
C 1.6124 -0.8465 -0.5189
O 1.2342 -1.5531 -1.6854
H -0.0170 2.9759 -0.0961
H -1.0044 -0.3753 -0.3243
H 1.4419 1.2517 0.2000
H 1.0927 0.9342 -1.4913
H 2.6876 -0.7163 -0.6315
H 1.3775 -1.4681 0.3425
H 0.3023 -1.7583 -1.7908
O -1.3518 -1.6495 1.7046
H -2.0208 -2.3059 1.7872
H -1.6825 -0.7719 1.7384

Entry 5:
83
Properties=species:S:1:pos:R:3 method="wB97M-V/def2-TZVPD" orbital_gap_ev="5.74 / 4.64" homo_energy_ev="-8.8200 / -8.6950" total_charge=+1 multiplicity=8 total_energy_ev=-69271.3294 de_lowest_kcal_mol=302.94
Gd -0.0784 -0.4944 -0.3686
C -2.5749 1.6337 1.1911
C -2.7838 0.2239 1.4147
C -1.5333 1.0650 3.1483
C -1.8179 2.1602 2.2815
C -2.0919 -0.1230 2.6074
C -3.1243 2.4683 0.1145
H -3.4419 1.8818 -0.7504
H -2.4120 3.2300 -0.2422
H -4.0138 3.0188 0.4530
C -1.4870 3.5896 2.5398
H -2.0498 4.2302 1.8422
H -0.3969 3.7608 2.4021
H -1.7495 3.8777 3.5824
C -0.8318 1.1486 4.4603
H -0.9387 2.1541 4.8969
H 0.2548 0.9349 4.3866
H -1.2541 0.4283 5.1962
C -2.1468 -1.4409 3.2864
H -2.8175 -1.3692 4.1558
H -1.1567 -1.7446 3.6511
H -2.5258 -2.2213 2.6189
C -3.8564 -0.5680 0.7799
H -4.7650 -0.5395 1.4070
H -3.5966 -1.6286 0.6797
H -4.1514 -0.2007 -0.2123
C 0.8419 -0.8089 -4.0676
C -0.4304 -0.3583 -4.1408
C -1.6390 -1.2205 -4.1015
C -1.5815 -2.3601 -3.0766
C -0.7837 -2.0276 -1.8679
C 0.5127 -2.5203 -1.7471
C 1.4638 -2.9301 -2.8701
C 1.2001 -2.2726 -4.2305
H -1.7751 -1.6497 -5.1070
H -1.2033 -3.2588 -3.5707
H -2.5102 -0.5860 -3.9091
H 0.4331 -2.8134 -4.8261
H 1.7370 -0.1432 -4.0615
H -0.5689 0.6928 -4.4430
H 2.1390 -2.3011 -4.8472
H 2.4957 -2.6662 -2.5828
H 0.8493 -3.1592 -0.8996
H 1.4881 -4.0182 -3.0460
H -2.5957 -2.5872 -2.7682
H -1.4696 -1.9703 -0.9729
P 1.2015 1.7158 -1.3573
P 1.0074 -2.4278 1.3564
C 2.1488 -0.2617 -1.1572
C 2.3574 -1.2714 -0.0951
H 3.0971 0.1939 -1.4881
H 1.6348 -0.6750 -2.0530
H 2.7421 -2.1584 -0.5824
H 3.1252 -0.9882 0.6295
C 2.2501 -3.0078 2.5007
H 1.7146 -3.0336 3.4714
H 3.0998 -2.3108 2.5521
H 2.5794 -4.0256 2.2178
C 0.2231 -4.0864 1.0892
H 0.9969 -4.8810 1.0428
H -0.4025 -4.1399 0.1827
H -0.4474 -4.2599 1.9538
C 1.4806 2.4366 -3.0270
H 0.6254 3.0793 -3.2747
H 1.5765 1.7020 -3.8243
H 2.3516 3.1077 -3.0262
C -0.5452 1.3197 -1.8189
H -1.3879 1.2543 -1.0870
H -0.5022 0.3662 -2.4166
H -0.8398 2.0783 -2.5428
C 2.0937 3.0394 2.9615
C 1.7427 2.6713 1.5247
C 2.9143 3.1076 0.6261
C 1.4395 1.2121 1.4257
H 2.8949 2.3703 3.3212
H 1.2357 2.9286 3.6289
H 2.4501 4.0632 3.0056
H 0.8436 3.2247 1.1926
H 3.8471 2.5911 0.9174
H 2.7598 2.9219 -0.4580
H 3.0417 4.1925 0.7106
H 2.3459 0.6586 1.1594
H 1.0417 0.7756 2.3525

Entry 6:
34
Properties=species:S:1:pos:R:3 method="wB97M-V/def2-TZVPD" orbital_gap_ev=7.38 homo_energy_ev=-9.2071 total_charge=0 total_energy_ev=-25782.1708 de_lowest_kcal_mol=255.25
C 2.0677 1.3075 0.7042
C 0.5796 1.2251 1.0935
C 2.7689 -0.0680 0.1802
C 1.9683 -0.5022 -1.0627
C -1.5682 0.3925 1.3071
C -2.3511 -0.5960 2.3585
C -2.0176 -0.4437 0.0162
C -1.4993 0.4504 -1.2362
C -1.6742 -0.3657 -2.5358
H 2.4707 1.1989 2.5989
H 2.8990 2.6111 1.9118
H 2.3981 2.0964 0.0270
H 3.8071 0.2538 0.0451
H 2.7530 -0.8874 1.0333
H 0.8348 -2.2269 -1.7508
H 2.5948 -2.6164 -0.7179
H 0.2368 -1.1155 0.2499
H -1.6894 1.4291 1.4614
H -1.5996 -1.4447 0.0623
H -3.0415 -0.6220 0.0838
H -2.1556 1.2526 -1.2288
H -0.4490 0.7702 -1.1282
H -0.6774 -0.3339 -4.3547
H 0.2467 0.0048 -2.7919
H -3.9355 -1.3749 3.0197
N 2.8913 1.6213 1.7590
N 1.3974 -1.7154 -1.0660
N -0.0858 0.2034 1.5609
N -0.6162 -0.3231 -3.2931
O 0.0213 2.3490 0.9942
O 1.6343 0.3464 -1.9706
O -1.9124 -1.7022 2.7486
O -2.6828 -0.9498 -2.7411
O -3.6140 -0.2243 2.6624

Entry 7:
78
Properties=species:S:1:pos:R:3 method="wB97M-V/def2-TZVPD" orbital_gap_ev=8.89 homo_energy_ev=-11.2616 total_charge=+1 total_energy_ev=-41346.3626 de_lowest_kcal_mol=0.00
C 0.3946 3.8656 2.2295
C 0.8485 3.1763 0.9358
O 0.5177 3.9249 -0.2332
C -0.8222 3.7370 -0.5757
C -0.9950 2.6240 -1.6689
C 0.3552 1.9504 -2.0480
C 0.3593 0.4502 -2.3648
C 1.7421 -0.0487 -2.8029
C 2.8789 0.2223 -1.7992
N 3.7428 -0.9224 -1.4963
C -1.5842 3.3500 -2.9096
N -0.7203 4.2853 -3.5926
C -2.0974 2.2317 -3.7966
N -2.7476 1.3288 -2.7737
C -2.0870 1.5761 -1.3875
C -3.1621 1.9179 -0.3609
C -2.7089 1.5149 1.0576
C -3.0155 0.0509 1.3596
O -4.3375 -0.1601 1.7862
C -4.5804 0.1811 3.1351
H -0.1459 4.7822 1.9927
H 1.2330 4.1036 2.8762
H -0.2940 3.2299 2.7896
H 1.9326 3.0782 0.9242
H 0.4431 2.1669 0.8826
H -1.4040 3.5318 0.3195
H -1.1971 4.6742 -0.9877
H 1.0545 2.0915 -1.2275
H 0.7902 2.4770 -2.8982
H -0.3446 0.1853 -3.1606
H 0.0691 -0.1152 -1.4744
H 1.9733 0.3767 -3.7825
H 1.6625 -1.1288 -2.9453
H 3.5158 1.0194 -2.1817
H 2.4665 0.5556 -0.8479
H 4.0234 -1.3877 -2.3509
H 3.2244 -1.6037 -0.9549
H -2.4896 3.8813 -2.5761
H 0.1822 4.3808 -3.1481
H -1.1387 5.1986 -3.6664
H -1.3314 1.6972 -4.3477
H -2.8473 2.5826 -4.5025
H -3.7256 1.5987 -2.7136
H -2.6819 0.3492 -3.0320
H -1.6933 0.6091 -1.0877
H -3.4473 2.9703 -0.4128
H -4.0644 1.3336 -0.5753
H -1.6300 1.6623 1.1557
H -3.1792 2.1649 1.7936
H -2.8904 -0.5597 0.4617
H -2.3024 -0.3304 2.0984
H -3.6924 0.0217 3.7534
H -5.3766 -0.4608 3.5033
H -4.8926 1.2234 3.2394
O -0.0492 -0.1615 1.0264
C 0.6750 -0.4593 1.9444
O 1.4388 0.4636 2.5587
C 2.2363 -0.1592 3.5954
C 1.5183 -1.4634 3.9181
C 0.8845 -1.8143 2.5699
H 3.2343 -0.3266 3.1885
H 2.3032 0.5305 4.4320
H 2.1872 -2.2258 4.3088
H 0.7387 -1.2844 4.6598
H 1.5496 -2.3913 1.9275
H -0.0597 -2.3440 2.6528
O 1.0946 -4.4918 0.8328
C 1.7996 -5.4323 0.5893
O 3.1250 -5.4033 0.8193
C 3.7462 -6.6199 0.3548
C 2.6211 -7.6492 0.3215
C 1.4089 -6.7737 0.0015
H 4.1662 -6.4285 -0.6340
H 4.5519 -6.8711 1.0384
H 2.7993 -8.4481 -0.3938
H 2.5019 -8.0979 1.3079
H 1.2653 -6.6412 -1.0724
H 0.4797 -7.1231 0.4419